69
Properties=species:S:1:pos:R:3 method="wB97M-V/def2-TZVPD" homo_lumo_gap_ev=8.736 de_lowest_kj_mol=0.00
C 0.4949 5.4489 -2.1606
C 0.4688 3.9950 -2.4450
C -0.2225 3.0101 -1.8057
N -1.0654 3.1326 -0.6886
S -0.2235 3.1363 0.7751
O -1.1767 2.8141 1.7944
O 0.4866 4.3721 0.8758
C 0.8983 1.7417 0.5756
C 0.3634 0.5155 0.9028
C 1.0665 -0.6621 0.6497
N 0.4647 -1.8566 0.9901
C 0.9910 -3.1130 0.9966
O 2.1149 -3.4067 0.6548
C -0.0238 -4.1366 1.4856
C -0.6979 -3.7395 2.8093
N -1.5578 -2.5722 2.6451
C -2.9041 -2.8798 2.1840
C -3.8117 -3.4421 3.2827
C -3.8484 -2.4847 4.4711
C -2.4283 -2.2018 4.9655
C -2.4277 -1.1998 6.1141
C -1.5992 -1.6714 3.7880
C 2.3255 -0.5748 0.0508
C 2.8621 0.6560 -0.2685
C 2.1493 1.8210 -0.0115
Cl 2.8360 3.3407 -0.4187
C 0.1470 1.7374 -2.3841
O -0.2414 0.6115 -2.1083
N 1.0523 2.0630 -3.3822
C 1.5318 1.1817 -4.3588
C 1.5327 1.5341 -5.7059
C 2.0093 0.6394 -6.6465
C 2.4658 -0.6084 -6.2563
C 2.4402 -0.9644 -4.9177
C 1.9832 -0.0739 -3.9643
N 1.1896 3.4448 -3.4754
C 2.4518 4.0014 -3.9048
H 0.1937 6.0206 -3.0374
H -0.1806 5.6526 -1.3354
H 1.4960 5.7620 -1.8674
H -1.7446 2.3824 -0.6605
H -0.6164 0.4951 1.3537
H -0.4661 -1.7979 1.4248
H -0.7790 -4.2590 0.7066
H 0.4931 -5.0884 1.6108
H -1.2486 -4.6097 3.1904
H 0.0810 -3.4981 3.5364
H -2.8374 -3.5838 1.3518
H -3.3371 -1.9484 1.8050
H -3.4398 -4.4160 3.6099
H -4.8151 -3.5886 2.8806
H -4.4495 -2.9097 5.2776
H -4.3130 -1.5438 4.1659
H -1.9823 -3.1409 5.3142
H -2.8427 -0.2488 5.7877
H -3.0267 -1.5706 6.9427
H -1.4152 -1.0264 6.4715
H -0.5739 -1.4660 4.1065
H -2.0383 -0.7276 3.4463
H 2.8722 -1.4800 -0.1586
H 3.8332 0.7247 -0.7331
H 1.1435 2.4936 -6.0131
H 2.0124 0.9160 -7.6905
H 2.8324 -1.3042 -6.9957
H 2.7852 -1.9400 -4.6107
H 1.9530 -0.3422 -2.9209
H 3.1514 4.0937 -3.0689
H 2.8903 3.3557 -4.6620
H 2.2716 4.9845 -4.3366